(1)
{"formula": "C4H10Cl2N3", "method": "ωB97M-V/def2-TZVPD", "molar_mass_g_mol": 171.05, "gap_ev": 8.73, "multiplicity": 1, "charge": 1, "fmax_ev_per_a": 5.0, "homo_ev": -13.7, "species": ["C", "C", "C", "C", "N", "N", "N", "Cl", "Cl", "H", "H", "H", "H", "H", "H", "H", "H", "H", "H"], "xyz": [[0.6191, 0.5803, -1.2194], [-2.0337, 0.0692, 1.3866], [0.3857, 0.0219, -2.6272], [-0.8498, 0.7015, 0.8392], [1.6824, 1.1125, -0.8177], [1.2650, -1.0701, 1.7963], [-0.4929, 0.3571, -0.3738], [-0.3338, -1.5804, -2.4594], [0.0732, 1.8259, 1.7153], [-1.9157, -0.1515, 2.4313], [-2.8139, 0.8541, 1.3547], [-2.5128, -0.6704, 0.7278], [-0.2369, 0.6993, -3.1717], [1.3424, -0.2036, -3.1924], [2.3620, 0.9966, -1.5585], [2.0566, -1.4466, 1.3644], [0.8110, -1.5710, 2.4778], [1.5825, -0.1446, 2.2367], [-0.9903, -0.3800, -0.9100]]}

(2)
{"formula": "C2H2N2O", "method": "ωB97M-V/def2-TZVPD", "molar_mass_g_mol": 70.05, "gap_ev": 11.40, "multiplicity": 1, "smiles": "c1nnco1", "fmax_ev_per_a": 3.1, "homo_ev": -10.5, "species": ["C", "N", "N", "C", "O", "H", "H"], "xyz": [[-1.0666, 0.0235, 0.0571], [-0.6416, -0.3138, -1.1812], [0.7345, -0.2392, -1.1382], [1.0419, 0.1452, 0.0580], [-0.0302, 0.3309, 0.8386], [-1.9535, 0.1321, 0.7352], [1.9154, -0.0788, 0.6305]]}

(3)
{"formula": "C13H30GdN4O7", "method": "ωB97M-V/def2-TZVPD", "s2": 16.21, "molar_mass_g_mol": 511.65, "gap_ev": [4.75, 6.40], "multiplicity": 8, "charge": 1, "fmax_ev_per_a": 2.2, "homo_ev": [-9.1, -11.4], "species": ["O", "H", "Gd", "N", "N", "N", "N", "O", "O", "O", "O", "C", "C", "C", "C", "C", "H", "H", "H", "C", "H", "H", "H", "C", "C", "H", "H", "H", "H", "H", "H", "H", "H", "C", "H", "H", "H", "O", "H", "H", "C", "C", "O", "C", "C", "H", "H", "H", "H", "H", "H", "H", "H", "H", "H"], "xyz": [[-0.7029, 0.5159, -5.0278], [-1.1197, 0.4438, -5.9088], [-0.6079, 0.4459, -0.5375], [-0.1940, 2.3356, 0.7876], [0.8549, 1.9986, -1.3770], [-1.9226, -0.8480, 0.9300], [-1.2139, -1.5817, -1.4560], [-0.8164, 2.2143, 1.9357], [-2.1903, -0.4380, 2.2592], [-0.6514, -2.1171, -2.6392], [1.4798, 1.2486, -2.2219], [1.4481, 3.0186, -0.6887], [0.8001, 3.2503, 0.5719], [-2.2494, -2.1197, 0.6314], [-1.7951, -2.5382, -0.6797], [1.1671, 4.3174, 1.5375], [1.4386, 3.8988, 2.5143], [0.3429, 5.0259, 1.6939], [2.0245, 4.8890, 1.1614], [2.6686, 3.6626, -1.2204], [2.5248, 3.9654, -2.2685], [3.5064, 2.9480, -1.2083], [2.9400, 4.5530, -0.6465], [-2.8183, -3.0697, 1.6247], [-1.7389, -3.9556, -1.1031], [-3.3882, -2.5469, 2.3986], [-2.0037, -3.6391, 2.0998], [-3.4635, -3.8092, 1.1360], [-0.9378, -4.0315, -1.8423], [-2.6653, -4.3010, -1.5824], [-1.5390, -4.6244, -0.2572], [-1.7972, 0.4754, 2.3382], [-0.2233, -1.4001, -3.1498], [-1.6160, 1.2007, -4.1655], [-1.0384, 1.8756, -3.5202], [-2.1103, 0.4560, -3.5218], [-2.3797, 1.7809, -4.7127], [-2.8285, 1.6612, -0.4272], [-3.5523, 1.1380, -0.0393], [-2.7739, 2.4893, 0.0898], [2.8217, -2.6241, 1.0945], [1.4589, -2.0634, 0.7222], [1.3144, -0.6180, 0.7664], [2.0543, -0.0170, 1.8810], [1.3528, -0.1871, 3.2090], [3.6090, -2.2387, 0.4387], [2.7934, -3.7146, 0.9741], [3.0991, -2.4376, 2.1372], [1.1958, -2.3234, -0.3031], [0.6816, -2.4728, 1.3791], [2.1469, 1.0360, 1.6043], [3.0594, -0.4612, 1.9144], [1.2919, -1.2465, 3.4932], [1.9176, 0.3357, 3.9915], [0.3454, 0.2439, 3.1896]]}

(4)
{"formula": "H18O9", "method": "ωB97M-V/def2-TZVPD", "molar_mass_g_mol": 162.13, "gap_ev": 8.97, "multiplicity": 1, "smiles": "O.O.O.O.O.O.O.O.O", "fmax_ev_per_a": 10.1, "homo_ev": -9.3, "species": ["O", "H", "H", "O", "H", "H", "O", "H", "H", "O", "H", "H", "O", "H", "H", "O", "H", "H", "O", "H", "H", "O", "H", "H", "O", "H", "H"], "xyz": [[0.2626, -0.5873, 0.1234], [-0.3507, -0.0038, -0.2859], [1.1265, -0.1987, -0.0010], [-0.1663, 2.7924, 0.3913], [-0.9625, 2.6171, -0.0070], [-0.0498, 2.4005, 1.2487], [3.3580, -2.1430, 2.8689], [3.7801, -2.6605, 3.5768], [3.7480, -1.3353, 2.8367], [1.3941, 2.4983, -1.2483], [1.5776, 2.9600, -2.1426], [1.2208, 1.6221, -1.5887], [1.2981, -1.6900, -4.3765], [1.1458, -1.5545, -3.4044], [0.6178, -2.2952, -4.5570], [-4.0082, -0.9304, 0.3027], [-4.3449, -1.6541, -0.2765], [-4.7332, -0.3290, 0.4688], [-0.0339, 0.4136, 2.5731], [0.6885, 0.8810, 2.2985], [-0.1858, -0.1031, 1.7554], [-2.7599, 0.1617, 1.5713], [-1.9049, -0.0349, 1.7684], [-2.6375, 1.1429, 1.5111], [0.7312, -0.9664, -1.6008], [1.3067, -0.2132, -1.7072], [-0.1180, -0.7902, -2.0992]]}

(5)
{"formula": "C25H26BrN5O3Ti", "method": "ωB97M-V/def2-TZVPD", "s2": 0.75, "molar_mass_g_mol": 572.29, "gap_ev": [7.45, 7.46], "multiplicity": 2, "charge": 1, "fmax_ev_per_a": 0.4, "homo_ev": [-10.8, -10.8], "species": ["Ti", "Br", "C", "C", "C", "C", "O", "C", "C", "N", "C", "C", "C", "C", "C", "C", "C", "C", "N", "C", "C", "H", "H", "H", "H", "H", "H", "H", "H", "H", "H", "N", "C", "C", "C", "O", "O", "H", "H", "H", "H", "H", "H", "N", "C", "N", "C", "C", "C", "C", "C", "H", "H", "H", "H", "H", "H", "H", "H", "H", "H"], "xyz": [[-0.3536, 0.0393, 0.1643], [-0.6947, -0.6052, 7.5744], [-0.8468, -0.7058, 5.6913], [-1.0353, -1.9507, 5.0775], [-1.1543, -2.0297, 3.7115], [-1.0656, -0.8871, 2.8940], [-1.1918, -1.0124, 1.5943], [-0.8702, 0.3656, 3.5305], [-0.9016, 1.5880, 2.7854], [-0.7527, 1.6591, 1.5066], [-0.9914, 2.8742, 0.8258], [-0.7305, 4.1341, 1.2907], [-1.0532, 5.2617, 0.5107], [-1.6293, 5.1241, -0.7205], [-1.8869, 3.8345, -1.2409], [-2.4614, 3.5944, -2.5087], [-2.6503, 2.3104, -2.9342], [-2.2422, 1.2505, -2.1099], [-1.7152, 1.4299, -0.9200], [-1.5516, 2.7093, -0.4675], [-0.7882, 0.4313, 4.9366], [-1.0968, -2.8449, 5.6823], [-1.3232, -2.9821, 3.2259], [-1.1171, 2.5027, 3.3393], [-0.2585, 4.2659, 2.2564], [-0.8366, 6.2475, 0.8986], [-1.8795, 5.9950, -1.3119], [-2.7413, 4.4320, -3.1352], [-3.0830, 2.1013, -3.9017], [-2.3320, 0.2257, -2.4489], [-0.6687, 1.3959, 5.4142], [1.4971, -0.8261, 1.1091], [2.8053, -0.5179, 0.4856], [2.7610, -0.7920, -1.0064], [1.7530, 0.0714, -1.7539], [1.6647, 0.0329, -2.9553], [0.9877, 0.8315, -0.9776], [1.4914, -0.5020, 2.0738], [1.3647, -1.8333, 1.1657], [3.6016, -1.1000, 0.9538], [3.0134, 0.5358, 0.6644], [2.5093, -1.8381, -1.2002], [3.7403, -0.6233, -1.4542], [-0.6404, -1.6966, -1.1347], [-1.0899, -2.5497, -1.7773], [-1.5804, -3.5153, -2.4907], [-2.2278, -4.6764, -1.8374], [-2.8688, -5.5470, -2.9072], [-3.7309, -4.7094, -3.8517], [-2.9171, -3.5926, -4.5459], [-1.5137, -3.4715, -3.9647], [-2.9895, -4.3051, -1.1492], [-1.4856, -5.2334, -1.2633], [-3.4760, -6.3012, -2.4071], [-2.1001, -6.0847, -3.4657], [-4.5504, -4.2717, -3.2780], [-4.1885, -5.3613, -4.5942], [-3.4285, -2.6350, -4.4397], [-2.8235, -3.7847, -5.6151], [-1.0348, -2.5383, -4.2559], [-0.8728, -4.2874, -4.3004]]}

(6)
{"formula": "C3H10N2O2", "method": "ωB97M-V/def2-TZVPD", "molar_mass_g_mol": 106.12, "gap_ev": 9.82, "multiplicity": 1, "smiles": "CC(=O)NCN.O", "fmax_ev_per_a": 6.6, "homo_ev": -9.1, "species": ["C", "C", "O", "N", "C", "N", "H", "H", "H", "H", "H", "H", "H", "H", "O", "H", "H"], "xyz": [[1.1115, -0.8133, 2.1027], [0.1201, -0.6011, 0.9563], [-1.0739, -0.6503, 1.1440], [0.7018, -0.0714, -0.2019], [0.2440, 1.1866, -0.7640], [-0.8992, 1.6990, -0.0960], [1.7812, -1.5455, 1.6875], [0.5447, -1.0186, 3.0557], [1.5849, 0.2144, 2.2860], [1.4580, -0.6051, -0.5413], [-0.0625, 1.0689, -1.7831], [1.1768, 1.9711, -0.8082], [-1.7270, 1.1328, 0.0482], [-1.4528, 2.3580, -0.6921], [-1.0046, -1.6096, -2.4415], [-1.8428, -1.3849, -2.3683], [-0.6603, -1.3309, -1.5839]]}